1.
Formula: C45H50BHfN8
Source: OMol25
Level of theory: ωB97M-V with the def2-TZVPD basis set

```
105
Properties=species:S:1:pos:R:3:forces:R:3
Hf -0.513 -1.127 0.360 0.7022 0.2915 0.4440
C -4.151 -2.076 2.835 -0.0553 -0.0228 0.0015
C -3.481 -1.140 2.059 0.1418 0.0210 -0.0381
N -2.302 -1.633 1.648 -0.5604 -0.3922 0.3053
N -2.210 -2.896 2.165 0.0531 0.0538 -0.0833
C -3.309 -3.174 2.871 -0.0194 0.0011 0.0934
B -0.939 -3.747 1.953 -0.0870 0.0644 -0.0025
N 0.283 -2.947 2.530 -0.0868 0.0633 -0.0023
C 1.144 -3.328 3.475 0.1126 0.0028 0.0554
C 2.043 -2.296 3.711 0.0303 -0.0670 0.0604
C 1.658 -1.284 2.848 -0.0625 0.0046 -0.0329
N 0.587 -1.669 2.145 0.0214 -0.4326 0.1943
N -0.779 -4.012 0.412 -0.1397 0.0569 -0.0487
C -0.551 -5.189 -0.177 -0.0008 -0.0709 -0.0247
C -0.563 -5.024 -1.553 0.0679 -0.0852 -0.0103
C -0.802 -3.673 -1.745 -0.0459 0.0174 0.1546
N -0.952 -3.055 -0.564 -0.0438 -0.8738 -0.1847
H -5.114 -1.969 3.304 0.0647 -0.0180 -0.0206
H -3.777 -0.135 1.793 0.0492 -0.0704 -0.0097
H -3.415 -4.130 3.361 0.0035 0.0623 -0.0189
H -1.016 -4.797 2.520 0.0197 0.0876 -0.0439
H 1.066 -4.305 3.926 -0.0027 0.0760 -0.0431
H 2.860 -2.283 4.414 -0.0640 -0.0155 -0.0494
H 2.092 -0.308 2.687 -0.0256 -0.0229 -0.0084
H -0.399 -6.075 0.420 -0.0298 0.0667 -0.0432
H -0.411 -5.777 -2.307 -0.0104 0.0450 0.0629
H -0.863 -3.114 -2.666 0.0157 0.0020 0.0487
C 4.150 -1.376 -0.154 -0.0616 0.0243 0.0482
C 3.416 -2.497 -0.897 -0.1904 0.2043 0.0438
C 2.543 -3.297 0.068 -0.0496 -0.0510 -0.1641
C 2.697 -1.974 -2.141 0.3270 -0.2115 -0.1011
C 3.268 -2.304 -3.371 -0.0014 -0.1298 0.0103
C 2.767 -1.827 -4.570 -0.0451 0.0252 0.0713
C 1.648 -1.012 -4.553 0.0422 -0.0733 0.0050
C 1.038 -0.656 -3.354 -0.1338 0.0281 -0.0232
C -0.209 0.217 -3.433 0.0828 -0.0704 -0.0330
C 0.076 1.590 -4.045 0.0401 0.0201 0.0196
C -1.318 -0.490 -4.222 -0.0162 0.0411 0.0415
C 1.586 -1.125 -2.145 -0.0052 0.1790 0.1524
N 1.039 -0.657 -0.899 -0.1609 0.6237 -0.5510
C 1.295 0.717 -0.617 0.0704 -0.1522 -0.1901
C 0.425 1.448 0.144 -0.3729 0.1086 0.0759
N -0.755 0.837 0.652 -0.1131 1.1407 -0.2024
C -1.787 1.632 1.259 0.1461 0.0121 -0.2017
C -1.697 1.971 2.614 -0.0096 -0.1492 0.1482
C -2.767 2.646 3.196 -0.0076 0.0227 0.0363
C -3.892 2.976 2.462 -0.0106 -0.0077 -0.0049
C -3.952 2.658 1.114 -0.0071 0.0178 0.0211
C -2.898 1.999 0.488 -0.0189 0.1118 -0.0675
C -2.969 1.682 -0.996 -0.0066 -0.0660 0.0618
C -3.723 2.743 -1.800 -0.0476 0.0040 0.0198
C -3.596 0.303 -1.232 0.0062 0.0652 -0.0323
C -0.515 1.570 3.483 -0.0892 -0.0171 0.0223
C 0.057 2.747 4.275 -0.0054 0.0173 -0.0002
C -0.922 0.433 4.430 0.0322 0.0207 -0.0219
C 0.890 2.846 0.214 -0.0932 0.0084 0.1345
C 0.417 4.023 0.729 0.0148 0.0965 0.0053
C 1.164 5.216 0.503 -0.0577 -0.0967 0.0261
C 2.325 5.229 -0.225 0.0459 -0.0323 0.0004
C 2.817 4.021 -0.795 0.0725 0.1280 -0.0379
C 3.964 3.872 -1.624 -0.0214 0.0095 0.0409
C 4.272 2.642 -2.145 -0.0762 -0.0930 0.0371
C 3.482 1.484 -1.888 0.0393 0.0876 -0.1206
C 2.386 1.603 -1.076 0.0231 -0.1350 -0.0469
C 2.083 2.876 -0.545 -0.0245 -0.0308 0.0304
H 4.743 -1.787 0.667 -0.0279 -0.0100 -0.0266
H 3.439 -0.656 0.264 0.1173 -0.0642 -0.0403
H 4.824 -0.834 -0.820 -0.0263 -0.0246 0.0602
H 4.164 -3.192 -1.277 0.1284 -0.0007 -0.0036
H 1.742 -2.676 0.469 0.2320 -0.2044 -0.1358
H 3.142 -3.646 0.913 -0.0020 -0.0037 -0.0171
H 2.112 -4.171 -0.424 -0.0459 0.0306 -0.0032
H 4.140 -2.949 -3.378 -0.0074 0.0172 -0.0103
H 3.240 -2.093 -5.506 -0.0111 0.0147 0.0328
H 1.241 -0.641 -5.487 0.0297 -0.0186 0.0415
H -0.576 0.389 -2.422 -0.0244 -0.0220 0.1939
H 0.353 1.500 -5.099 0.0066 0.0072 0.0430
H 0.887 2.099 -3.522 0.0078 -0.0088 0.0109
H -0.815 2.222 -3.989 0.0394 -0.0411 -0.0108
H -0.979 -0.757 -5.225 -0.0260 0.0074 0.0284
H -2.184 0.165 -4.332 -0.0048 -0.0109 0.0224
H -1.653 -1.407 -3.729 0.0033 0.0291 -0.0220
H -2.719 2.911 4.246 -0.0069 -0.0184 -0.0383
H -4.719 3.491 2.936 0.0310 -0.0107 -0.0196
H -4.825 2.942 0.540 0.0280 -0.0003 0.0138
H -1.944 1.660 -1.369 0.0801 0.0148 -0.0299
H -4.801 2.702 -1.619 0.0749 0.0054 -0.0139
H -3.569 2.578 -2.869 -0.0101 -0.0067 0.0405
H -3.374 3.748 -1.556 -0.0049 -0.0474 -0.0192
H -4.538 0.205 -0.688 0.0034 0.0034 -0.0258
H -2.953 -0.522 -0.900 0.0526 -0.0521 0.0720
H -3.799 0.137 -2.290 0.0350 -0.0076 -0.0490
H 0.271 1.204 2.824 0.0349 -0.0113 -0.0599
H -0.649 3.101 5.029 0.0392 -0.0039 -0.0359
H 0.310 3.585 3.623 -0.0048 -0.0338 0.0158
H 0.967 2.442 4.797 -0.0426 0.0031 -0.0084
H -1.698 0.774 5.120 0.0241 -0.0169 -0.0172
H -0.069 0.095 5.026 -0.0349 0.0364 -0.0327
H -1.318 -0.425 3.880 0.0170 0.0203 0.0136
H -0.509 4.077 1.288 0.0216 0.0018 0.0014
H 0.792 6.144 0.920 -0.0045 -0.0240 -0.0024
H 2.864 6.158 -0.375 -0.0352 -0.0613 -0.0079
H 4.583 4.732 -1.852 -0.0384 -0.0393 0.0140
H 5.139 2.542 -2.787 -0.0243 -0.0128 0.0130
H 3.745 0.547 -2.361 0.0111 0.0382 0.0034
```
Forces are in eV/Å.

The energy above the lowest of the compared OMol25 structures with the same formula, charge and spin is 0.0 kcal per mole. The value obtained for the orbital gap is 0.24618 Eh. For the HOMO energy, the calculation gives -9.42 eV. Its spin multiplicity is 1. As for the total charge: +1.



2.
Formula: C45H50BrN4P2PtSTe
Source: OMol25
Level of theory: ωB97M-V with the def2-TZVPD basis set

```
105
Properties=species:S:1:pos:R:3:forces:R:3
Pt -0.173 -0.980 0.455 0.0994 0.1806 0.0056
Te -2.568 -3.153 4.194 -0.0587 0.1402 0.0806
C -4.242 -2.030 4.858 -0.0229 0.0085 0.0354
C -5.530 -2.418 4.517 -0.0376 0.0554 -0.0179
C -6.597 -1.616 4.907 -0.0077 -0.0177 -0.0277
N -6.459 -0.483 5.588 0.0206 0.0099 -0.0076
C -5.221 -0.128 5.928 -0.0218 0.0190 0.0039
C -4.091 -0.863 5.598 0.0399 -0.0656 0.0410
C -1.928 -1.843 2.738 0.2942 -0.3046 -0.2630
P -0.457 -0.935 2.673 -0.1384 0.0637 0.0216
C -0.686 0.812 3.135 0.0076 -0.0625 0.0838
C 0.323 1.760 2.973 0.0658 -0.0148 0.0159
C 0.085 3.089 3.281 -0.0042 0.0187 0.0088
C -1.160 3.484 3.763 0.0067 -0.0160 -0.0033
C -2.164 2.544 3.933 0.0077 0.0139 -0.0050
C -1.928 1.212 3.614 -0.0739 0.0002 -0.0646
C 0.886 -1.546 3.700 0.0074 -0.0245 -0.0320
C 1.633 -2.637 3.259 0.0015 -0.0001 0.0361
C 2.603 -3.188 4.078 0.0040 0.0032 -0.0033
C 2.829 -2.653 5.341 0.0115 -0.0144 -0.0049
C 2.086 -1.569 5.784 -0.0080 0.0172 0.0049
C 1.113 -1.012 4.965 0.0321 -0.0138 -0.0119
P -2.162 -1.940 1.008 -0.1145 0.1628 0.0872
C -2.413 -3.594 0.322 0.0102 -0.0093 0.0042
C -3.580 -4.290 0.640 -0.0284 0.0094 -0.0190
C -3.791 -5.561 0.131 -0.0029 0.0136 0.0008
C -2.850 -6.139 -0.711 0.0098 -0.0099 -0.0055
C -1.694 -5.447 -1.040 0.0039 -0.0072 0.0053
C -1.474 -4.180 -0.520 -0.0016 -0.0343 0.0140
C -3.682 -1.072 0.510 -0.0256 -0.1032 -0.0215
C -4.065 -1.028 -0.830 -0.0021 -0.0138 0.0224
C -5.209 -0.345 -1.205 -0.0064 -0.0013 0.0029
C -5.991 0.285 -0.242 -0.0018 0.0025 -0.0149
C -5.627 0.225 1.094 -0.0125 0.0083 0.0117
C -4.472 -0.449 1.470 0.0425 0.0129 0.0077
H -5.712 -3.317 3.943 0.0015 -0.0063 0.0139
H -7.612 -1.899 4.648 0.0018 0.0003 0.0019
H -5.127 0.789 6.501 -0.0006 -0.0061 0.0000
H -3.115 -0.532 5.930 -0.0122 0.0070 -0.0298
H 1.301 1.472 2.606 -0.0110 -0.0303 0.0040
H 0.873 3.819 3.152 -0.0015 0.0013 0.0000
H -1.340 4.522 4.009 0.0014 -0.0008 -0.0028
H -3.133 2.843 4.313 -0.0029 -0.0074 0.0027
H -2.711 0.473 3.724 0.0177 0.0175 0.0215
H 1.447 -3.043 2.272 -0.0112 -0.0171 -0.0251
H 3.185 -4.035 3.736 -0.0004 0.0020 0.0030
H 3.588 -3.083 5.981 -0.0035 -0.0016 -0.0023
H 2.262 -1.157 6.768 -0.0003 0.0008 -0.0029
H 0.536 -0.164 5.312 -0.0036 0.0018 0.0004
H -4.326 -3.833 1.279 0.0030 -0.0042 0.0001
H -4.694 -6.100 0.385 -0.0002 0.0038 0.0017
H -3.022 -7.128 -1.115 0.0010 0.0014 0.0013
H -0.966 -5.895 -1.705 -0.0018 0.0008 -0.0007
H -0.571 -3.637 -0.770 0.0006 0.0025 -0.0103
H -3.473 -1.544 -1.579 -0.0040 -0.0001 -0.0025
H -5.505 -0.315 -2.247 0.0022 0.0002 0.0031
H -6.894 0.806 -0.535 0.0008 0.0007 0.0000
H -6.248 0.691 1.850 0.0053 -0.0003 0.0073
H -4.187 -0.513 2.513 -0.0167 0.0174 -0.0198
C -4.237 4.025 -0.566 -0.0011 -0.0007 0.0013
C -3.305 2.956 -1.056 0.0013 -0.0040 -0.0083
C -3.319 2.501 -2.370 0.0026 0.0053 0.0112
C -2.476 1.473 -2.770 0.0123 -0.0147 0.0068
C -1.650 0.966 -1.789 -0.0326 0.0316 -0.0131
Br -0.545 -0.576 -2.189 -0.0184 -0.0898 0.0500
N -1.567 1.386 -0.560 -0.0011 0.0173 -0.0301
C -2.387 2.367 -0.190 -0.0139 0.0078 0.0031
H -4.859 4.407 -1.373 -0.0007 0.0032 -0.0007
H -3.684 4.861 -0.136 0.0003 -0.0008 0.0028
H -4.893 3.629 0.211 -0.0034 -0.0042 -0.0026
H -4.007 2.936 -3.085 0.0008 0.0012 0.0005
H -2.486 1.078 -3.775 0.0051 0.0034 0.0021
H -2.309 2.684 0.846 0.0021 0.0054 -0.0141
C 1.695 -3.827 -2.984 0.0100 -0.0284 0.0262
C 2.137 -4.554 -1.715 -0.0081 0.0175 0.0044
C 2.319 -3.666 -0.485 -0.0326 -0.0052 -0.0439
C 3.476 -2.678 -0.529 0.0452 -0.0041 -0.0034
N 3.276 -1.537 -1.429 -0.0243 -0.0056 0.0054
C 2.748 -0.369 -1.085 0.0437 0.0206 0.0219
S 2.078 -0.072 0.487 -0.0342 0.0263 -0.0189
N 2.800 0.636 -1.954 -0.0674 -0.0082 -0.0074
C 3.490 0.612 -3.239 0.0043 0.0093 -0.0088
C 2.829 -0.273 -4.316 -0.0205 -0.0095 0.0009
C 2.422 0.517 -5.559 -0.0213 0.0052 0.0109
C 1.255 1.460 -5.288 0.0016 0.0024 -0.0031
H 1.391 -4.536 -3.754 0.0048 -0.0029 0.0123
H 2.489 -3.217 -3.417 0.0046 0.0000 0.0021
H 0.842 -3.172 -2.784 -0.0236 0.0105 -0.0009
H 3.062 -5.103 -1.909 0.0036 -0.0008 0.0020
H 1.389 -5.310 -1.466 -0.0020 -0.0013 -0.0026
H 2.487 -4.303 0.387 0.0073 -0.0337 -0.0055
H 1.400 -3.107 -0.277 0.0161 0.0193 0.0260
H 4.392 -3.173 -0.859 -0.0080 -0.0045 0.0085
H 3.654 -2.275 0.466 -0.0038 0.0142 -0.0113
H 3.603 -1.639 -2.377 0.0317 0.0020 0.0097
H 2.336 1.478 -1.652 0.0165 0.0082 0.0085
H 4.527 0.311 -3.066 -0.0049 -0.0086 0.0165
H 3.525 1.647 -3.576 0.0192 -0.0075 -0.0142
H 1.938 -0.745 -3.893 0.0198 -0.0161 0.0015
H 3.511 -1.079 -4.604 0.0033 0.0245 -0.0096
H 2.148 -0.182 -6.351 -0.0016 0.0044 -0.0011
H 3.284 1.078 -5.932 0.0050 0.0017 0.0105
H 1.030 2.074 -6.160 -0.0070 -0.0072 -0.0011
H 0.356 0.895 -5.032 0.0037 0.0017 0.0079
H 1.463 2.141 -4.458 0.0042 0.0043 -0.0084
```
Forces are in eV/Å.

The energy above the lowest of the compared OMol25 structures with the same formula, charge and spin is 0.0 kcal per mole. The value obtained for the orbital gap is 0.27114 Eh. For the HOMO energy, the calculation gives -9.75 eV. Its spin multiplicity is 1. As for the total charge: +1.